Below is a molecular structure, C3H9N2OP, with properties calculated with ωB97M-V/def2-TZVPD.

Computed properties:
frontier orbital gap	9.74	eV
max |F|	5.74	eV/A
highest occupied orbital energy	-8.9	eV

XYZ file:
```
16
Properties=species:S:1:pos:R:3:nbo_charge:R:1
H -2.01846 0.21468 0.26409 0.38
H -0.31838 -0.53538 -1.94026 0.21
O -0.85898 -2.28121 1.04501 -1.00
N 0.87284 -0.63629 1.64307 -1.08
H -1.39809 0.94940 -1.89160 0.21
C 1.17587 0.32550 0.03705 -0.19
H 0.03153 -2.38906 0.62149 0.48
C -0.16986 0.83827 -0.30429 -0.11
P -0.75187 -0.80590 1.84845 1.40
H 0.26766 1.10457 -2.44383 0.22
H 1.58480 -0.61243 -0.42801 0.22
N -1.15674 0.40698 0.71864 -0.95
H -0.22962 2.00624 -0.20937 0.19
H 1.51667 -0.04606 2.28360 0.40
H 1.85112 0.93568 0.55911 0.21
C -0.39848 0.52501 -1.80314 -0.61
```